Formula: H6OP4
Source: the OMol25 dataset
Level of theory: ωB97M-V with the def2-TZVPD basis set

Results
M = 145.94 g/mol
highest occupied orbital energy (spin up / spin down) = -0.294 / -0.333 Ha
LUMO energy (spin up / spin down) = -2.018 / -1.360 eV
E_tot = -39296.1077 eV
relative energy (zero: lowest compared OMol25 entry of this formula, charge and spin) = 253.8 kJ/mol

Positions of all 11 atoms, in Å:
O1 -1.084 1.494 -0.947
P1 -2.185 0.926 -0.004
P2 1.909 1.254 0.468
P3 0.379 -1.602 -0.140
P4 1.186 0.115 -1.292
H1 -2.568 -0.436 -0.219
H2 -1.268 0.439 1.067
H3 0.777 2.215 0.397
H4 1.086 0.436 1.311
H5 0.264 -2.776 -1.035
H6 1.505 -2.064 0.394